No. 1
C31H38BBrI2N3O10S | the ωB97M-V functional and the def2-TZVPD basis

```
87
Properties=species:S:1:pos:R:3:lowdin_charge:R:1
I 6.20 -1.51 0.96 0.751
I -1.08 -1.08 3.74 1.000
Br 0.34 -1.45 -6.65 0.696
S 2.55 -1.95 -0.30 1.082
O 0.51 -3.64 1.38 0.165
O -3.27 -8.48 0.71 -0.064
O 3.89 -0.84 2.71 0.037
O 2.26 2.71 1.73 -0.058
O -1.46 2.19 3.92 0.030
O 0.29 -4.13 -7.14 0.015
O -3.56 -0.97 2.21 0.030
O -1.83 -3.36 1.20 0.022
O -2.05 -9.47 2.33 -0.022
O -4.26 -9.42 2.52 -0.098
N -0.47 -1.78 -0.11 0.119
N -1.38 -3.57 -4.45 0.119
N -3.05 2.99 2.51 -0.114
C 1.46 -3.82 -5.10 -0.116
C 1.84 -2.90 -2.80 -0.045
C 0.26 -0.66 0.39 -0.201
C -0.81 -2.65 -2.32 0.048
C 0.95 -3.28 -3.78 -0.201
C -2.31 -4.50 0.43 -0.173
C 0.69 -3.34 -6.33 -0.805
C 2.69 3.52 0.61 -0.137
C 4.41 -0.51 1.68 -0.835
C 0.96 4.04 -1.13 -0.061
C -1.96 0.28 0.89 -0.066
C -3.20 3.68 1.22 -0.098
C -0.39 -3.17 -3.53 -0.271
C 2.29 0.54 0.84 -0.166
C 1.66 4.57 0.13 -0.285
C -1.70 2.64 2.81 -0.456
C 0.16 1.57 1.35 -0.082
C -2.45 -0.56 2.11 -0.692
C 1.54 1.60 1.32 -0.183
C 3.80 0.62 0.82 -0.149
C -0.46 0.42 0.88 -0.154
C 1.42 -2.43 -1.60 -0.399
C 0.07 -2.27 -1.35 -0.223
C 2.37 5.96 -0.14 -0.375
C 2.56 6.28 -1.64 -0.089
C 1.63 -0.57 0.38 -0.335
C -3.50 3.96 3.56 -0.046
C -3.30 -9.08 1.79 -0.845
C -0.53 2.83 1.86 -0.022
C -1.86 -5.83 1.08 -0.046
C 1.56 7.12 0.47 -0.081
B -0.57 -2.96 0.84 -0.796
H 0.35 3.15 -0.95 0.076
H 4.16 1.55 1.25 0.120
H -1.14 -5.66 1.88 0.081
H -2.42 -9.88 3.12 0.064
H -2.55 4.58 1.22 0.091
H 0.22 3.38 2.43 0.130
H -2.29 -0.31 0.03 0.134
H -2.05 -4.44 -0.63 0.099
H -1.38 -6.49 0.35 0.080
H -1.17 -4.47 -4.85 0.100
H 2.05 8.04 0.15 0.073
H -4.32 3.55 4.16 0.088
H 0.96 4.79 0.94 0.112
H 1.59 7.12 1.56 0.079
H -2.28 -3.62 -3.99 0.096
H 1.51 -4.91 -5.12 0.135
H -2.49 1.22 0.96 0.085
H 2.50 -3.48 -5.24 0.125
H 3.12 7.22 -1.74 0.077
H 0.54 7.16 0.08 0.083
H -1.87 -2.55 -2.11 0.138
H -2.89 3.09 0.35 0.080
H 0.29 4.80 -1.54 0.081
H 3.11 5.47 -2.11 0.078
H 3.63 3.98 0.91 0.126
H -0.75 3.46 0.99 0.088
H -2.68 4.33 4.17 0.090
H -3.40 -4.45 0.49 0.121
H -2.71 -6.31 1.54 0.067
H -4.22 4.03 1.04 0.089
H 1.61 6.44 -2.15 0.075
H -3.93 4.83 3.05 0.073
H 2.90 2.88 -0.26 0.124
H 1.08 -2.98 1.79 0.081
H 4.11 0.53 -0.22 0.106
H 1.71 3.75 -1.88 0.083
H 3.35 5.91 0.35 0.121
H 2.90 -3.00 -3.02 0.124
```

DFT total energy: -5713.353288 a.u.
Charge: -1
Kohn-Sham gap: 5.7 eV

=====

No. 2
C31H38BMgNO7P | the ωB97M-V functional and the def2-TZVPD basis

```
80
Properties=species:S:1:pos:R:3:lowdin_charge:R:1
P -1.10 1.61 -0.03 1.184
Mg -1.77 -2.04 0.87 0.773
O 1.33 -2.27 -0.68 0.091
O 0.99 -1.21 1.32 0.036
O -5.29 0.01 0.04 0.049
O -2.37 -5.94 2.09 0.026
O -7.29 -4.79 0.56 0.060
O -3.16 -0.52 0.55 -0.160
O -1.61 -3.81 2.04 -0.102
N -3.67 -2.95 0.87 0.080
C 6.94 -0.30 -0.76 -0.054
C 4.88 -1.51 -0.01 -0.180
C -4.57 2.61 -2.95 -0.097
C -4.96 -4.90 1.16 0.063
C -2.48 2.12 -1.13 -0.356
C -4.74 -2.26 0.48 -0.149
C -0.40 1.83 2.59 -0.111
C -3.77 -4.22 1.24 -0.156
C 6.38 -2.48 -1.81 -0.077
C -1.32 2.55 1.60 -0.677
C 6.32 -1.68 -0.51 -0.565
C -2.84 1.18 -2.10 -0.119
C 4.66 -0.84 1.20 -0.046
C 0.51 1.51 -2.22 -0.109
C -2.76 2.33 2.08 -0.093
C -3.86 1.42 -3.01 -0.082
C 0.14 3.85 -1.50 -0.090
C 7.14 -2.43 0.55 -0.056
C 2.53 -1.85 -0.17 -0.218
C -4.25 3.55 -1.98 -0.088
C -5.98 -2.85 0.37 0.074
C 3.78 -2.02 -0.71 0.063
C 3.38 -0.69 1.75 0.012
C -3.22 3.30 -1.08 -0.103
C -4.40 -0.78 0.32 -0.586
C -0.99 4.04 1.64 -0.100
C 1.61 2.31 -0.16 -0.096
C -6.08 -4.20 0.69 -0.284
C 0.33 2.42 -0.99 -0.685
C 2.33 -1.22 1.04 -0.254
C -2.46 -4.74 1.85 -0.613
B 0.31 -1.88 0.23 -0.376
H 0.60 0.46 -1.93 0.072
H -2.99 4.05 -0.33 0.083
H 7.23 -1.85 1.47 0.074
H -1.60 4.64 0.97 0.061
H 5.86 -1.96 -2.62 0.085
H -7.22 -5.72 0.81 0.104
H -2.94 1.27 2.29 0.069
H -4.80 4.47 -1.91 0.096
H 6.37 0.25 -1.51 0.088
H 3.22 -0.18 2.69 0.117
H 5.93 -3.47 -1.69 0.086
H -0.33 1.60 -2.92 0.069
H 0.08 4.57 -0.69 0.057
H 1.64 3.02 0.66 0.063
H 2.48 2.50 -0.80 0.084
H 7.97 -0.41 -1.13 0.080
H 6.67 -3.38 0.80 0.091
H 0.66 1.92 2.32 0.060
H 7.42 -2.61 -2.11 0.080
H -0.77 3.93 -2.10 0.072
H -0.63 0.77 2.65 0.069
H 0.99 4.12 -2.13 0.081
H -5.37 2.81 -3.65 0.094
H -5.01 -5.94 1.46 0.125
H -3.52 2.63 1.36 0.066
H 3.89 -2.53 -1.66 0.114
H -2.32 0.22 -2.12 0.104
H 1.73 1.31 0.26 0.063
H 8.15 -2.63 0.17 0.079
H 0.06 4.24 1.40 0.057
H 6.96 0.30 0.15 0.074
H -6.84 -2.27 0.07 0.129
H -1.16 4.41 2.66 0.079
H 5.50 -0.42 1.74 0.100
H 1.42 1.79 -2.75 0.082
H -4.11 0.67 -3.75 0.100
H -0.53 2.26 3.59 0.084
H -2.91 2.89 3.01 0.082
```

DFT total energy: -2352.119752 a.u.
Charge: -1
Energy above the lowest of the compared OMol25 structures with the same formula, charge and spin: 93.81 kJ/mol
Kohn-Sham gap: 7.6 eV

=====

No. 3
C31H38Cl2GeN5O3ReSeSi | the ωB97M-V functional and the def2-TZVPD basis

```
83
Properties=species:S:1:pos:R:3:lowdin_charge:R:1
Re 0.32 -0.06 0.41 1.127
Se 0.01 0.51 -2.07 0.972
Ge -1.94 -0.71 -4.37 0.812
Cl -3.15 -2.85 5.77 0.666
Cl -5.40 -2.60 3.57 0.660
Si 2.69 -0.67 0.28 0.423
O -2.43 -0.07 -1.49 -0.136
O 0.84 2.12 -0.06 -0.364
O 1.05 -0.98 4.48 0.059
N -0.03 -0.28 2.56 -0.020
N 0.14 3.17 0.21 -0.189
N -0.43 -2.00 0.25 -0.060
N -2.13 0.08 0.77 0.058
N 1.64 1.88 2.52 0.110
C -1.58 -1.49 4.07 -0.033
C 0.14 -3.18 0.51 -0.077
C -2.40 -3.14 -0.50 0.011
C 1.63 1.08 -2.98 -0.319
C 3.77 2.11 4.29 -0.050
C -1.27 -0.82 2.88 -0.205
C -3.33 -2.07 -3.95 -0.208
C -2.84 -2.01 4.29 -0.690
C -2.62 1.14 -4.31 -0.216
C 3.87 0.82 -0.10 -0.223
C -2.18 -0.56 -0.38 -0.594
C 0.94 -0.23 3.52 -0.450
C -2.31 -0.65 1.93 -0.264
C -1.29 -1.05 -6.23 -0.226
C 0.52 4.33 -0.37 -0.008
C -1.81 -4.37 -0.20 -0.022
C 3.52 3.10 3.36 -0.048
C 3.51 -1.56 1.78 -0.220
C 2.44 2.93 2.50 -0.137
C -1.69 -1.99 -0.24 -0.200
C -3.57 -1.22 2.16 -0.052
C 1.89 0.92 3.41 -0.215
C -1.64 4.27 1.29 -0.016
C -0.91 3.13 1.04 -0.002
C -0.17 5.49 -0.13 -0.039
C -0.32 -1.02 -3.22 -0.494
C -0.52 -4.38 0.31 -0.027
C -1.26 5.48 0.72 -0.050
C 2.95 1.00 4.31 -0.004
C -3.84 -1.89 3.33 -0.697
C 3.00 -1.91 -1.19 -0.234
H -0.94 -2.07 -6.34 0.011
H -2.10 -0.90 -6.94 0.010
H 3.08 0.19 5.02 0.120
H 0.57 -1.20 -3.82 0.022
H -2.50 4.21 1.94 0.119
H 1.15 -3.15 0.90 0.102
H 4.32 0.75 -1.09 0.007
H -1.82 6.39 0.92 0.110
H -3.12 1.32 -3.36 0.005
H 3.96 -1.74 -1.66 0.016
H 2.34 0.26 -3.04 0.019
H -1.82 1.87 -4.43 0.009
H 3.96 -0.85 2.46 0.004
H 2.20 3.70 1.77 0.099
H 1.37 4.26 -1.02 0.144
H -2.88 -3.05 -3.84 0.015
H -3.84 -1.81 -3.03 -0.001
H 4.13 3.98 3.30 0.103
H 2.24 -1.82 -1.97 -0.021
H -0.02 -5.30 0.55 0.112
H 2.06 1.90 -2.41 0.014
H 4.68 0.85 0.62 0.011
H 0.15 6.40 -0.62 0.114
H -0.48 -0.39 -6.50 0.009
H -4.06 -2.11 -4.75 0.013
H -2.35 -5.29 -0.36 0.114
H 2.99 -2.94 -0.85 0.006
H 1.35 1.41 -3.99 0.033
H -4.32 -1.12 1.40 0.120
H -0.83 -1.63 4.82 0.094
H 2.81 -2.16 2.36 0.005
H -3.34 1.28 -5.12 0.016
H 3.35 1.76 -0.05 -0.020
H -1.15 2.16 1.46 0.102
H -0.47 -1.89 -2.57 0.008
H -3.39 -3.08 -0.91 0.122
H 4.30 -2.22 1.44 0.019
H 4.60 2.19 4.97 0.108
```

DFT total energy: -7470.025901 a.u.
Kohn-Sham gap (spin up / spin down): 6.0 / 6.0 eV

=====

No. 4
C31H38Cl3FeN2O2Si2 | the ωB97M-V functional and the def2-TZVPD basis

```
79
Properties=species:S:1:pos:R:3:lowdin_charge:R:1
Fe 0.56 0.28 -0.20 0.130
Cl -6.30 1.98 2.05 0.682
Cl -2.40 -1.43 3.37 0.779
Cl -1.96 1.48 -1.07 0.810
Si 0.42 -0.59 -2.42 0.527
Si -1.63 -2.57 0.05 0.545
O 0.51 0.30 2.22 -0.125
O -1.45 -0.95 0.53 -0.235
N -0.50 3.58 1.27 -0.198
N 2.07 -1.31 0.76 0.094
C -0.31 0.69 -3.69 -0.288
C 1.81 2.10 0.03 -0.104
C -1.79 -4.66 -3.45 -0.099
C 1.70 -0.13 2.84 -0.166
C -4.24 1.41 0.41 -0.131
C 2.51 -1.09 1.99 -0.247
C -1.30 -2.96 -1.77 -0.244
C -0.56 4.75 0.37 0.007
C -3.44 -2.98 0.39 -0.135
C 2.79 -2.15 -0.01 -0.120
C 2.89 4.20 0.77 -0.087
C -4.21 0.38 2.59 -0.118
C -1.58 3.62 2.26 -0.001
C -0.69 -2.62 -4.06 -0.112
C 3.93 2.91 -0.94 -0.103
C 0.83 3.44 1.91 -0.123
C 3.96 -2.75 0.41 -0.048
C -0.48 -3.56 1.18 -0.138
C 4.41 -2.51 1.70 -0.059
C -4.81 1.20 1.64 -0.673
C -1.82 -4.20 -2.14 -0.127
C -0.67 -2.16 -2.74 -0.277
C 1.88 3.24 0.86 -0.303
C -2.50 -0.20 0.96 -0.407
C 3.92 4.05 -0.14 -0.116
C 2.03 -1.08 -3.39 -0.247
C -3.07 -0.32 2.21 -0.572
C -1.24 -3.84 -4.43 -0.087
C 3.66 -1.67 2.51 -0.024
C 2.91 1.98 -0.85 -0.131
C -3.07 0.73 0.07 -0.480
H 2.88 5.06 1.43 0.100
H -0.46 -3.17 2.19 0.002
H -4.71 2.06 -0.33 0.113
H -0.47 5.66 0.96 0.109
H 0.77 2.56 2.55 0.107
H -4.09 -2.21 -0.04 0.046
H -2.18 -5.63 -3.70 0.098
H 2.37 -2.34 -0.98 0.081
H 3.96 -1.46 3.53 0.116
H -1.44 4.49 2.91 0.107
H -1.24 -4.15 -5.46 0.100
H -0.59 2.73 0.68 0.092
H 5.32 -2.97 2.06 0.106
H 4.75 2.76 -1.64 0.095
H 2.47 -2.02 -3.03 0.000
H -4.65 0.24 3.56 0.108
H 2.95 1.11 -1.50 0.056
H -2.54 3.70 1.76 0.097
H -0.03 1.71 -3.43 -0.003
H 1.01 4.33 2.51 0.132
H 4.50 -3.40 -0.26 0.107
H -2.27 -4.85 -1.39 0.086
H 0.54 -3.56 0.80 0.017
H 4.71 4.79 -0.21 0.092
H -1.40 0.64 -3.74 -0.011
H 0.26 4.70 -0.34 0.107
H -0.11 -0.44 2.21 0.040
H 2.30 0.77 3.01 0.130
H -3.73 -3.93 -0.05 0.030
H -1.51 4.75 -0.17 0.099
H 1.49 -0.59 3.81 0.131
H -0.81 -4.60 1.23 0.039
H 1.81 -1.21 -4.45 0.006
H 0.08 0.49 -4.70 0.007
H -3.65 -3.03 1.46 0.016
H -0.25 -2.00 -4.83 0.088
H -1.57 2.72 2.86 0.105
H 2.78 -0.30 -3.29 0.005
```

Spin multiplicity: 2
DFT total energy: -4687.233216 a.u.
<S²>: 0.76
Energy above the lowest of the compared OMol25 structures with the same formula, charge and spin: 183.81 kJ/mol
Kohn-Sham gap (spin up / spin down): 5.3 / 4.9 eV